No. 1
Molecular formula: C5H11NOS
Method: DFT, wB97M-V/def2-TZVPD

## Properties
* multiplicity: 1
* E_HOMO: -9.317 eV
* SMILES string: CCNC(=O)CCS
* Kohn-Sham gap: 0.3686 Ha

Geometry as XYZ:
```
19
C5H11NOS (wB97M-V/def2-TZVPD)
C -0.83 -0.83 -0.45
C -0.62 -0.79 1.22
S -2.15 -1.62 1.97
C 0.10 0.28 -1.06
N 1.41 0.02 -1.16
C 2.43 1.10 -1.36
C 2.08 2.13 -0.35
O -0.40 1.28 -1.51
H -1.93 -0.74 -0.64
H -0.78 -1.87 -0.88
H -0.55 0.26 1.49
H 0.36 -1.21 1.61
H -1.89 -1.22 3.22
H 1.83 -0.61 -0.47
H 2.31 1.55 -2.30
H 3.50 0.65 -1.41
H 2.43 3.19 -0.47
H 1.03 2.24 -0.02
H 2.53 1.99 0.61
```

No. 2
Molecular formula: C2H4BFO
Method: DFT, wB97M-V/def2-TZVPD

## Properties
* multiplicity: 3
* E_HOMO (alpha / beta): -7.166 / -11.337 eV
* Kohn-Sham gap (alpha / beta): 0.2858 / 0.2050 Ha

Geometry as XYZ:
```
9
C2H4BFO (wB97M-V/def2-TZVPD)
B -1.15 0.03 -0.64
C 1.16 -0.20 0.08
C -0.13 0.16 0.63
O 1.65 -1.25 -0.17
F 1.91 0.82 -0.35
H -0.70 -0.26 -1.62
H -0.18 1.22 1.11
H -0.24 -0.44 1.54
H -2.31 -0.09 -0.59
```

No. 3
Molecular formula: C5H18N2O4
Method: DFT, wB97M-V/def2-TZVPD

## Properties
* multiplicity: 1
* E_HOMO: -9.467 eV
* SMILES string: CNC[C@@H](C)NC=O.O.O.O
* Kohn-Sham gap: 0.3708 Ha

Geometry as XYZ:
```
29
C5H18N2O4 (wB97M-V/def2-TZVPD)
C -0.75 2.31 -0.08
N -0.69 1.44 0.99
C -2.65 -0.15 1.11
C -1.20 0.04 0.78
C -0.26 -0.97 1.50
N 0.81 -1.12 0.32
C 1.50 -2.35 0.53
O -1.01 1.78 -1.13
H -0.41 3.34 0.01
H -0.85 1.84 1.87
H -2.75 -0.12 2.23
H -3.31 0.66 0.81
H -2.85 -1.09 0.50
H -1.02 -0.15 -0.26
H -0.73 -1.97 1.76
H 0.14 -0.59 2.46
H 1.50 -0.38 0.36
H 0.88 -3.24 0.11
H 2.43 -2.27 -0.10
H 1.73 -2.48 1.65
H 0.37 2.06 -2.31
H 0.75 0.53 -2.83
O 1.17 1.35 -2.45
H 0.62 -1.15 -1.69
H -0.76 -1.39 -2.41
O 0.15 -1.19 -2.49
H 2.96 1.68 -0.94
H 1.67 1.79 -0.22
O 2.56 1.79 -0.08
```

No. 4
Molecular formula: C9H18N3O2
Method: DFT, wB97M-V/def2-TZVPD

## Properties
* multiplicity: 1
* E_HOMO: -13.728 eV
* total charge: +1
* Kohn-Sham gap: 0.4141 Ha

Geometry as XYZ:
```
32
C9H18N3O2 (wB97M-V/def2-TZVPD)
C -1.07 1.74 0.07
C 3.35 -0.13 -0.15
C 2.53 0.64 -1.23
C 2.52 -0.19 1.10
C 0.71 -0.01 0.34
C -3.21 -0.46 0.04
C -1.17 -2.05 -0.21
C -0.80 0.30 0.55
C -1.69 -0.62 -0.31
N 1.46 -1.19 0.76
N -1.83 2.38 1.00
N 1.09 0.21 -1.18
O -0.76 2.09 -1.04
O 1.48 0.89 1.15
H 3.43 -1.07 -0.56
H 4.21 0.45 -0.14
H 2.71 1.71 -0.83
H 2.81 0.44 -2.31
H 3.17 -0.39 2.09
H -3.65 -1.08 0.88
H -3.84 -0.99 -0.77
H -3.63 0.63 0.01
H -0.74 -2.35 0.82
H -0.46 -2.14 -0.93
H -2.07 -2.63 -0.47
H -1.09 0.11 1.69
H -1.47 -0.38 -1.41
H 0.94 -1.76 1.43
H -2.43 1.87 1.57
H -1.82 3.38 1.21
H 0.36 1.19 -1.45
H 0.97 -0.60 -1.73
```

No. 5
Molecular formula: C5H11ClN
Method: DFT, wB97M-V/def2-TZVPD

## Properties
* multiplicity: 1
* E_HOMO: -13.916 eV
* SMILES string: CCC(Cl)=[N+](C)C
* total charge: +1
* Kohn-Sham gap: 0.2946 Ha

Geometry as XYZ:
```
18
C5H11ClN (wB97M-V/def2-TZVPD)
C 0.02 -0.89 -0.31
C 2.33 -1.57 0.30
C -2.60 0.10 -0.64
C -0.69 1.66 0.03
C 1.28 -0.43 0.17
N -1.22 0.36 -0.34
Cl -0.43 -2.43 -0.70
H 3.37 -1.02 0.47
H 2.08 -2.16 1.09
H 2.40 -2.15 -0.53
H -3.22 0.50 0.17
H -2.82 -0.91 -0.79
H -3.04 0.52 -1.53
H -1.59 2.27 0.35
H -0.18 2.14 -0.75
H -0.06 1.44 1.00
H 1.12 -0.16 1.18
H 1.66 0.34 -0.44
```

No. 6
Molecular formula: C5H4O
Method: DFT, wB97M-V/def2-TZVPD

## Properties
* multiplicity: 1
* E_HOMO: -9.184 eV
* SMILES string: O=C1C=CC=C1
* Kohn-Sham gap: 0.3046 Ha

Geometry as XYZ:
```
10
C5H4O (wB97M-V/def2-TZVPD)
C -1.16 0.05 -0.17
C -0.42 -1.08 0.07
C 0.81 -0.76 -0.08
C 0.98 0.57 0.15
C -0.18 1.20 -0.13
H -0.97 -2.03 -0.18
H 1.63 -1.42 0.00
H 1.78 1.07 0.32
H -0.12 2.29 -0.12
O -2.34 0.12 0.13
```

No. 7
Molecular formula: C4H13NOS
Method: DFT, wB97M-V/def2-TZVPD

## Properties
* multiplicity: 1
* E_HOMO: -8.419 eV
* SMILES string: CSCCCN.O
* Kohn-Sham gap: 0.3352 Ha

Geometry as XYZ:
```
20
C4H13NOS (wB97M-V/def2-TZVPD)
C 1.95 1.59 -0.55
C 0.75 1.38 0.42
C -0.47 0.87 -0.32
S -1.07 -0.68 0.00
C -0.30 -1.90 -0.81
N 1.75 2.14 -1.97
H 2.61 2.31 0.02
H 2.29 0.52 -0.80
H 1.13 0.70 1.22
H 0.58 2.44 0.87
H -1.31 1.55 -0.18
H -0.39 1.02 -1.37
H 0.62 -2.40 -0.33
H 0.02 -1.75 -1.82
H -0.97 -2.70 -0.86
H 1.76 3.18 -1.77
H 0.85 1.84 -2.33
H -2.08 -2.01 2.33
H -0.76 -2.82 2.64
O -1.37 -2.19 2.96
```

No. 8
Molecular formula: C19H32AlCl3CsF9NO9PSiV
Method: DFT, wB97M-V/def2-TZVPD

## Properties
* multiplicity: 1
* E_HOMO: -13.789 eV
* total charge: +3
* Kohn-Sham gap: 0.0463 Ha

Geometry as XYZ:
```
78
C19H32AlCl3CsF9NO9PSiV (wB97M-V/def2-TZVPD)
C 0.30 -1.37 4.68
Si -0.15 -1.20 2.81
C 0.94 -2.55 1.88
C 0.47 0.51 2.18
P -2.24 -1.68 2.32
C -3.46 -0.32 2.85
F -3.63 0.77 1.81
F -2.82 0.39 4.02
C -4.91 -0.87 3.43
F -4.77 -1.57 4.77
F -5.69 0.38 3.76
C -5.82 -1.68 2.35
F -5.89 -0.94 1.04
F -7.23 -1.72 2.86
C -5.36 -3.20 1.99
F -4.54 -3.90 3.00
F -4.67 -3.26 0.68
F -6.62 -4.01 1.85
H 0.58 -2.50 4.87
H 1.32 -0.77 4.85
H -0.53 -0.99 5.41
H 1.13 -2.17 0.78
H 1.91 -2.83 2.47
H 0.25 -3.52 1.82
H -0.32 1.10 1.51
H 1.45 0.39 1.51
H 0.78 1.14 3.15
H -2.28 -1.64 0.85
Cl -1.73 -0.58 -0.72
O -10.82 -1.59 3.51
V -10.43 -0.57 2.14
O -10.03 0.46 0.77
C 1.77 6.19 5.33
C 1.82 6.31 3.81
O 0.97 5.33 3.19
C -0.35 5.60 3.21
O -0.88 6.59 3.70
O -1.00 4.57 2.63
C -2.42 4.67 2.68
H 2.01 5.17 5.63
H 2.48 6.88 5.79
H 0.77 6.41 5.71
H 2.84 6.12 3.46
H 1.55 7.32 3.48
H -2.76 5.63 2.27
H -2.77 4.54 3.71
H -2.85 3.87 2.06
C 4.07 -3.31 -0.81
Cl 4.58 -3.05 0.87
Cl 2.33 -3.09 -0.99
H 4.59 -2.59 -1.45
H 4.33 -4.33 -1.11
O 4.35 -0.86 -2.79
H 3.38 -0.92 -2.99
H 4.53 -0.37 -1.95
H 4.85 -0.46 -3.55
C -0.45 -2.21 -4.84
C 0.80 -1.84 -4.06
O 1.23 -2.72 -3.28
O 1.25 -0.68 -4.31
H -0.79 -3.21 -4.58
H -1.25 -1.50 -4.60
H -0.25 -2.17 -5.91
N 2.89 0.27 -9.45
C 2.25 0.21 -8.26
C 2.89 -0.06 -7.06
C 4.26 -0.28 -7.08
C 4.94 -0.22 -8.29
C 4.22 0.06 -9.43
H 1.18 0.38 -8.29
H 2.33 -0.10 -6.13
H 4.79 -0.50 -6.15
H 6.01 -0.39 -8.33
H 4.71 0.12 -10.40
Cs 5.48 -1.96 -9.87
O 3.50 -5.44 3.32
H 3.86 -4.68 2.91
Al 2.78 1.00 1.00
```

No. 9
Molecular formula: C4H2ClF3
Method: DFT, wB97M-V/def2-TZVPD

## Properties
* multiplicity: 1
* E_HOMO: -10.100 eV
* Kohn-Sham gap: 0.3428 Ha

Geometry as XYZ:
```
10
C4H2ClF3 (wB97M-V/def2-TZVPD)
C -0.77 -1.60 0.81
C 0.18 -1.09 0.02
C -1.81 -2.10 1.36
C 2.61 -1.13 2.64
F -3.04 -1.79 0.85
F -1.87 -2.93 2.41
F 2.40 0.10 3.08
Cl 1.23 -2.01 3.11
H 0.37 -1.78 -0.75
H 0.52 -0.13 0.31
```

No. 10
Molecular formula: C5H7NO3
Method: DFT, wB97M-V/def2-TZVPD

## Properties
* multiplicity: 1
* E_HOMO: -9.251 eV
* Kohn-Sham gap: 0.3499 Ha

Geometry as XYZ:
```
16
C5H7NO3 (wB97M-V/def2-TZVPD)
C 2.01 -1.09 2.16
C 0.82 -0.63 1.44
C 0.10 -0.62 -0.83
C -1.37 -0.37 -0.51
C -1.15 1.16 -1.31
H 2.56 -2.29 1.72
H 1.65 -1.22 3.27
H 2.96 -0.07 1.84
H 0.26 -1.34 -1.61
H -2.49 -0.88 -1.02
H -1.40 0.06 0.60
H 0.81 1.17 -1.99
N 0.26 0.91 -1.05
O 0.06 0.22 1.67
O 0.84 -1.18 0.16
O -1.97 1.91 -1.97
```

No. 11
Molecular formula: C4H20NO4
Method: DFT, wB97M-V/def2-TZVPD

## Properties
* multiplicity: 1
* E_HOMO: -14.175 eV
* total charge: +1
* Kohn-Sham gap: 0.4076 Ha

Geometry as XYZ:
```
29
C4H20NO4 (wB97M-V/def2-TZVPD)
C -1.33 0.29 1.14
C -0.90 -1.00 0.37
C -0.94 -2.30 1.24
C -1.70 -0.91 -0.92
N -0.28 1.41 0.91
H -2.31 0.70 0.89
H -1.25 0.06 2.20
H 0.17 -0.81 0.17
H -1.99 -2.56 1.27
H -0.37 -3.03 0.67
H -0.40 -2.13 2.17
H -1.66 0.12 -1.27
H -2.79 -0.95 -0.74
H -1.46 -1.57 -1.74
H -0.82 2.22 1.20
H 0.50 1.25 1.53
H 0.03 1.36 -0.07
H -1.32 -0.04 -3.34
H -1.33 1.51 -3.69
O -0.90 0.82 -3.18
H 3.78 -1.25 2.17
H 2.91 -0.24 1.54
O 3.00 -1.21 1.58
H 2.42 -0.22 -1.11
H 1.07 -0.33 -1.99
O 1.47 0.01 -1.18
H 1.41 3.23 -0.28
H 2.98 2.83 0.17
O 2.03 2.75 0.27
```

No. 12
Molecular formula: C3H11NS
Method: DFT, wB97M-V/def2-TZVPD

## Properties
* multiplicity: 1
* E_HOMO: -8.552 eV
* SMILES string: CSC.CN
* Kohn-Sham gap: 0.3411 Ha

Geometry as XYZ:
```
16
C3H11NS (wB97M-V/def2-TZVPD)
C 3.11 -3.45 2.16
N 2.92 -2.13 2.74
H 3.15 -4.20 2.95
H 2.28 -3.78 1.52
H 4.05 -3.54 1.62
H 2.09 -2.08 3.28
H 2.91 -1.43 2.02
C -0.91 0.21 -1.14
S -1.18 1.98 -1.10
C -2.88 2.00 -1.69
H -1.55 -0.29 -0.40
H -1.16 -0.22 -2.11
H 0.13 0.03 -0.90
H -3.25 3.02 -1.72
H -3.54 1.42 -1.05
H -2.92 1.62 -2.69
```

| no. | E (Eh) |
| --- | --- |
| 1 | -725.2488 |
| 2 | -278.3247 |
| 3 | -611.7120 |
| 4 | -668.1515 |
| 5 | -711.6613 |
| 6 | -268.0323 |
| 7 | -688.3042 |
| 8 | -5589.9767 |
| 9 | -913.2115 |
| 10 | -474.9964 |
| 11 | -519.8486 |
| 12 | -573.8131 |